{"formula": "C32H56CuN3OP2", "method": "the ωB97M-V functional and the def2-TZVPD basis", "elements": ["C", "C", "C", "C", "C", "H", "H", "H", "N", "P", "P", "C", "H", "H", "C", "O", "C", "H", "C", "C", "C", "C", "C", "H", "H", "H", "C", "H", "H", "H", "C", "H", "H", "H", "C", "H", "H", "H", "C", "H", "H", "H", "C", "H", "H", "H", "C", "H", "H", "H", "C", "H", "H", "H", "C", "H", "H", "H", "C", "H", "H", "H", "C", "H", "H", "H", "C", "H", "H", "H", "Cu", "N", "C", "C", "C", "C", "C", "H", "H", "H", "H", "H", "H", "H", "H", "H", "C", "C", "C", "N", "H", "H", "H", "H", "H"], "xyz": [[-1.868830, 1.873508, -0.020108], [-2.158722, -0.418151, 0.508001], [-3.236190, 2.168621, 0.191324], [-3.572033, -0.206963, 0.508955], [-4.095595, 1.090139, 0.410154], [-3.566416, 3.203438, 0.118674], [-4.238417, -1.055379, 0.637436], [-5.176989, 1.271091, 0.525349], [-1.349446, 0.651550, 0.168431], [0.574801, 2.280097, -1.310964], [0.049593, -1.686252, 1.473829], [-0.899282, 3.008695, -0.491381], [-1.431116, 3.704817, -1.165256], [-0.572122, 3.592740, 0.392127], [2.471221, 0.143255, -0.493878], [3.642346, -0.006400, -0.218771], [-1.564169, -1.686417, 0.813447], [-2.215445, -2.526035, 0.932166], [0.873197, -3.435809, 1.228739], [-0.498344, -1.501444, 3.299252], [-0.014892, 1.987734, -3.086554], [1.860508, 3.621685, -1.228681], [1.972217, -3.323249, 0.156994], [2.778919, -2.658142, 0.482396], [2.402478, -4.322919, -0.026451], [1.597328, -2.946792, -0.798574], [1.533991, -3.955007, 2.501564], [2.295277, -3.258510, 2.862755], [0.811414, -4.149013, 3.295156], [2.037700, -4.907300, 2.280193], [-0.171309, -4.428420, 0.729214], [0.300144, -5.423039, 0.630216], [-1.006130, -4.555042, 1.429029], [-0.564920, -4.123379, -0.252225], [0.755675, -1.387396, 4.200499], [1.546634, -0.791913, 3.709353], [0.458704, -0.857207, 5.126244], [1.159566, -2.372093, 4.484881], [-1.288504, -0.194753, 3.411840], [-0.707632, 0.650114, 3.020357], [-2.240705, -0.247979, 2.888317], [-1.500761, -0.017205, 4.472535], [-1.388597, -2.700194, 3.679372], [-1.869842, -3.202477, 2.828136], [-0.841133, -3.461424, 4.258216], [-2.205960, -2.322915, 4.310088], [3.057951, 3.201974, -2.092787], [3.847727, 3.955991, -1.975991], [3.472595, 2.235103, -1.781052], [2.821679, 3.153613, -3.160944], [2.331122, 3.768839, 0.224644], [1.516928, 4.076164, 0.890671], [2.772174, 2.853959, 0.627545], [3.100252, 4.554489, 0.264665], [1.319828, 4.983589, -1.676996], [0.323088, 5.197581, -1.277158], [1.993506, 5.761646, -1.295666], [1.295146, 5.102590, -2.762437], [-1.426840, 1.408366, -3.083285], [-2.167353, 2.126698, -2.731369], [-1.709219, 1.136638, -4.107964], [-1.506320, 0.508574, -2.467567], [0.930075, 0.958284, -3.728478], [0.781101, -0.045714, -3.298023], [0.704978, 0.893425, -4.813819], [2.002337, 1.216677, -3.622495], [-0.015983, 3.261905, -3.919238], [-0.610372, 4.057634, -3.468094], [0.985922, 3.639478, -4.138184], [-0.475414, 3.038418, -4.890114], [0.619497, 0.298587, -0.095911], [0.103288, -1.284662, -1.534619], [-0.814177, -2.015378, -1.537944], [-1.803678, -2.882182, -2.319560], [-2.875802, -3.569656, -1.460399], [-2.550354, -1.929984, -3.262810], [-0.910626, -3.927455, -3.039744], [-2.455457, -4.251001, -0.701990], [-3.516408, -2.823733, -0.951270], [-3.528359, -4.173787, -2.126643], [-1.823869, -1.344233, -3.841611], [-3.215487, -2.483524, -3.953846], [-3.156558, -1.235475, -2.644544], [-1.347958, -4.946225, -3.002580], [-0.762732, -3.572985, -4.073942], [0.080757, -3.965988, -2.547997], [2.759778, 3.384443, 3.970510], [2.873855, 1.878994, 3.751532], [2.064361, 1.402557, 2.674440], [1.346766, 1.043262, 1.821219], [3.083991, 3.934958, 3.090026], [3.391607, 3.703955, 4.808156], [1.737385, 3.670737, 4.208321], [3.901392, 1.589258, 3.534218], [2.575673, 1.335326, 4.648725]], "atomic_forces_ev_per_a": [[0.4, 0.4, 0.2], [-0.9, 0.9, -0.7], [0.7, -0.7, -0.2], [0.4, 0.2, 0.0], [0.0, -0.1, 0.1], [-0.1, -0.3, 0.0], [0.1, 0.1, 0.1], [0.6, -0.2, -0.1], [-1.7, 0.0, 0.4], [-0.6, 0.3, -0.3], [1.8, -0.5, 0.8], [-0.8, -0.3, 0.3], [0.0, -0.3, 0.4], [-0.1, -0.3, -0.4], [8.3, -2.4, 1.6], [-6.8, 1.3, -1.6], [-1.0, 0.7, -0.3], [-0.5, -0.3, -0.2], [-0.7, 0.3, -0.2], [0.5, -0.5, -0.5], [0.6, 0.3, 0.1], [-0.2, 0.2, -0.4], [0.1, 0.1, -0.1], [-0.1, -0.1, 0.0], [-0.1, 0.3, 0.1], [0.1, -0.1, 0.2], [0.0, -0.1, 0.1], [-0.1, -0.1, 0.0], [0.1, 0.0, -0.1], [-0.1, 0.2, 0.0], [0.0, -0.5, 0.0], [-0.2, 0.3, -0.1], [0.1, 0.1, -0.1], [0.2, -0.2, 0.4], [-0.1, 0.1, 0.3], [-0.3, -0.4, 0.3], [0.2, -0.3, -0.3], [-0.1, 0.6, -0.1], [0.2, 0.1, 0.1], [-0.2, -0.1, 0.1], [0.0, 0.1, 0.1], [0.0, 0.0, -0.1], [-0.3, 0.0, 0.6], [0.2, 0.2, 0.3], [-0.3, 0.3, -0.2], [0.1, -0.3, 0.0], [0.2, 0.2, 0.0], [-0.1, -0.1, 0.0], [-0.1, 0.2, -0.1], [0.0, 0.0, 0.2], [0.1, 0.0, 0.1], [0.1, 0.0, -0.1], [-0.1, 0.1, -0.2], [-0.2, -0.2, 0.0], [0.3, 0.5, -0.1], [0.2, 0.0, 0.0], [-0.1, 0.0, -0.1], [0.0, -0.1, 0.3], [-0.2, -0.1, 0.1], [0.0, 0.1, 0.0], [0.1, 0.1, 0.1], [0.1, 0.2, -0.1], [0.3, -0.3, -0.3], [0.1, 0.5, -0.1], [0.1, 0.1, 0.5], [-0.6, -0.1, -0.1], [-0.2, 0.1, -0.6], [0.0, 0.0, 0.0], [-0.2, -0.1, 0.1], [0.0, 0.0, 0.1], [0.7, 0.1, 0.2], [-1.8, -1.6, 0.0], [0.9, 0.8, -1.8], [-0.2, -0.3, 1.0], [-0.4, -0.3, 0.3], [0.1, 0.4, -0.1], [0.3, 0.1, 0.0], [-0.2, 0.3, -0.4], [0.3, -0.4, -0.3], [0.4, 0.4, 0.3], [-0.3, -0.1, 0.0], [0.4, 0.2, 0.4], [0.2, -0.3, -0.5], [0.1, 0.7, -0.2], [0.0, -0.5, 0.3], [-0.5, -0.2, -0.4], [0.1, 0.4, 0.2], [0.7, 0.1, 0.7], [-2.5, -1.0, -2.6], [2.1, 1.5, 2.6], [0.0, 0.0, -0.1], [-0.1, -0.2, -0.2], [-0.1, 0.0, -0.1], [0.1, 0.0, 0.0], [0.0, -0.1, 0.1]], "de_lowest_kcal_mol": 13.3, "homo_lumo_gap_ev": [7.39, 4.97], "total_charge": 1, "multiplicity": 2}

{"formula": "C32H56F7N2O6S", "method": "the ωB97M-V functional and the def2-TZVPD basis", "elements": ["C", "C", "C", "C", "C", "C", "C", "C", "N", "C", "C", "O", "C", "O", "O", "N", "O", "C", "C", "C", "C", "C", "C", "S", "O", "O", "C", "F", "F", "C", "F", "F", "C", "F", "F", "F", "H", "H", "H", "H", "H", "H", "H", "H", "H", "H", "H", "H", "H", "H", "H", "H", "H", "H", "H", "H", "H", "H", "H", "H", "H", "H", "H", "H", "C", "C", "C", "C", "C", "C", "H", "H", "H", "H", "H", "H", "H", "H", "H", "H", "H", "H", "H", "H", "C", "C", "C", "C", "C", "C", "H", "H", "H", "H", "H", "H", "H", "H", "H", "H", "H", "H", "H", "H"], "xyz": [[4.187809, 2.957164, 6.148949], [4.024664, 1.997649, 5.492679], [3.752567, 0.753378, 4.794994], [2.539885, 0.743439, 3.817383], [2.457627, -0.700568, 3.304234], [1.363857, -0.976846, 2.303284], [1.441294, -2.437613, 1.836714], [0.775143, -2.638392, 0.492139], [0.589273, -4.102253, 0.234687], [0.884036, -4.531802, -1.050094], [0.164371, -3.825191, -2.158489], [1.650469, -5.446131, -1.254912], [1.255447, 0.973749, 4.750195], [1.093386, 2.099866, 5.244852], [0.540716, -0.058139, 4.931180], [2.601621, 1.701760, 2.706038], [2.240599, 2.987387, 3.058775], [0.947005, 3.394695, 2.597054], [0.019223, 2.332401, 2.040861], [0.319909, 2.006196, 0.587767], [-1.408600, 2.942085, 2.140932], [-2.413663, 2.291089, 1.195895], [-1.917107, 2.769137, 3.584934], [4.003361, 1.949240, 1.793556], [3.669395, 2.949782, 0.821808], [5.208346, 2.237642, 2.516075], [4.419001, 0.479055, 0.722305], [4.600469, 0.936515, -0.537424], [3.419113, -0.430214, 0.645013], [5.714183, -0.280917, 1.115303], [5.636430, -0.769436, 2.372828], [5.768946, -1.359031, 0.284241], [7.074511, 0.503784, 0.953757], [6.939577, 1.669258, 0.319677], [7.952682, -0.265441, 0.279065], [7.594244, 0.732520, 2.175078], [4.385454, 3.776337, 6.787638], [3.555693, -0.041137, 5.506636], [4.660463, 0.471128, 4.261398], [2.328374, -1.358352, 4.150934], [3.438908, -0.949067, 2.894452], [0.378192, -0.837755, 2.729714], [1.433050, -0.373365, 1.403789], [2.495289, -2.696448, 1.715568], [1.044943, -3.115115, 2.589948], [1.412378, -2.215961, -0.276299], [-0.212204, -2.183735, 0.509729], [1.172257, -4.636911, 0.866154], [0.420439, -4.283623, -3.101975], [0.464789, -2.781998, -2.174768], [-0.902179, -3.832135, -1.966094], [0.471776, 3.828393, 3.469117], [1.081788, 4.193374, 1.865352], [-0.013128, 1.464134, 2.689424], [0.137821, 2.863822, -0.054363], [-0.216116, 1.134810, 0.227230], [1.368921, 1.769888, 0.445873], [-1.367703, 4.018264, 1.969522], [-3.397063, 2.673268, 1.459847], [-2.254189, 2.613878, 0.171840], [-2.443636, 1.209709, 1.272671], [-1.744995, 1.763715, 3.956659], [-2.993223, 2.934938, 3.593934], [-1.479398, 3.491993, 4.261324], [-3.776153, 6.313672, -4.072024], [-2.477195, 5.872536, -4.740846], [-1.889670, 4.594791, -4.144582], [-1.496827, 4.691935, -2.670149], [-0.487259, 5.791182, -2.343181], [0.860755, 5.603635, -3.033584], [-3.627984, 6.547702, -3.017180], [-4.173005, 7.208926, -4.553690], [-4.534998, 5.531840, -4.144149], [-1.746070, 6.683655, -4.689131], [-2.668409, 5.701975, -5.803910], [-1.018821, 4.297042, -4.735105], [-2.616799, 3.783964, -4.256764], [-1.084795, 3.729661, -2.350738], [-2.392688, 4.847012, -2.061697], [-0.327335, 5.800509, -1.262105], [-0.898534, 6.771884, -2.599709], [1.307417, 4.646259, -2.759203], [1.555866, 6.391033, -2.739991], [0.766702, 5.638311, -4.120626], [-5.697740, -5.719405, -4.146262], [-4.853707, -6.970854, -3.921262], [-4.904359, -7.488740, -2.485102], [-4.364905, -6.520848, -1.431097], [-2.920832, -6.072584, -1.648285], [-1.911603, -7.216657, -1.600550], [-5.347559, -4.881715, -3.542025], [-5.655597, -5.409154, -5.191423], [-6.744083, -5.906373, -3.895781], [-3.819491, -6.771264, -4.213603], [-5.211224, -7.761373, -4.586692], [-4.353680, -8.431861, -2.430032], [-5.941365, -7.733608, -2.232722], [-4.442180, -6.999280, -0.449904], [-5.007080, -5.636801, -1.384077], [-2.663979, -5.349626, -0.869350], [-2.827751, -5.542497, -2.600942], [-1.959834, -7.735947, -0.641437], [-0.894720, -6.841378, -1.724154], [-2.088952, -7.945436, -2.393510]], "atomic_forces_ev_per_a": [[0.7, 2.1, 1.5], [-0.7, -2.1, -1.1], [0.1, 0.3, -0.6], [-0.1, -1.1, 1.4], [0.4, 0.7, -0.5], [-0.3, -1.0, -0.5], [0.5, 0.3, -0.1], [-0.7, -1.0, 0.6], [0.7, 0.4, -0.2], [-0.2, 0.0, 0.3], [0.1, 0.3, 0.1], [0.1, -0.6, -0.1], [-1.4, -0.1, 0.6], [0.2, -0.4, -0.3], [0.8, 0.8, -0.2], [0.3, -0.9, -0.5], [0.3, 0.5, 0.0], [-0.2, -0.1, 0.0], [-0.8, 0.9, -0.6], [0.9, -0.4, 0.0], [0.0, -0.8, 1.0], [-0.2, 0.9, 0.0], [-0.4, 0.2, -0.4], [0.1, 2.6, -0.3], [-0.5, -0.5, -0.2], [0.0, -1.1, 0.5], [-0.4, -0.8, -0.6], [0.0, 0.0, 0.5], [0.6, 0.4, 0.0], [0.2, -0.6, -0.1], [0.0, 0.3, -0.5], [-0.1, 0.4, 0.2], [0.5, 0.1, 0.8], [0.1, -0.5, 0.1], [-0.4, 0.5, 0.2], [-0.2, -0.1, -0.8], [-0.1, 0.2, 0.0], [-0.1, -0.1, 0.3], [0.0, -0.1, -0.1], [-0.1, 0.0, 0.3], [-0.1, -0.2, -0.2], [0.0, 0.3, 0.3], [0.0, 0.3, 0.2], [0.2, -0.2, 0.0], [-0.2, 0.0, 0.1], [-0.1, 0.3, -0.2], [0.0, 0.3, -0.2], [0.0, -0.1, 0.1], [-0.1, -0.1, -0.2], [0.1, 0.2, -0.1], [-0.2, -0.1, -0.1], [0.2, 0.0, 0.3], [0.2, 0.0, -0.3], [0.3, -0.3, -0.1], [-0.3, 0.2, -0.1], [-0.4, 0.0, -0.1], [0.2, 0.0, 0.0], [0.0, 0.1, -0.4], [-0.2, -0.1, 0.0], [0.1, -0.3, -0.3], [0.1, -0.2, 0.0], [0.2, -0.1, 0.1], [-0.2, 0.1, 0.1], [0.2, -0.1, 0.3], [0.1, 0.1, -0.1], [-0.1, 0.0, 0.0], [0.1, 0.0, 0.0], [-0.1, 0.1, 0.1], [0.1, -0.1, 0.0], [-0.1, 0.1, 0.0], [0.0, 0.0, 0.0], [0.0, 0.0, 0.0], [0.0, 0.0, 0.0], [0.0, 0.0, 0.0], [0.0, 0.0, 0.0], [0.0, 0.0, 0.0], [0.0, 0.0, 0.0], [0.0, 0.0, 0.0], [0.0, 0.0, 0.0], [0.0, 0.0, 0.0], [0.0, 0.0, 0.0], [0.0, 0.0, 0.0], [0.0, 0.0, 0.0], [0.0, 0.0, 0.0], [0.1, 0.0, -0.1], [-0.1, 0.0, 0.0], [0.0, -0.1, 0.0], [0.0, 0.1, 0.0], [0.1, -0.1, 0.1], [0.0, 0.1, -0.1], [0.0, 0.0, 0.0], [0.0, 0.0, 0.0], [0.0, 0.0, 0.0], [0.0, 0.0, 0.0], [0.0, 0.0, 0.0], [0.0, 0.0, 0.0], [0.0, 0.0, 0.0], [0.0, 0.0, 0.0], [0.0, 0.0, 0.0], [0.0, 0.0, 0.0], [0.0, 0.0, 0.0], [0.0, 0.0, 0.0], [0.0, 0.0, 0.0], [0.0, 0.0, 0.0]], "homo_lumo_gap_ev": 7.51, "total_charge": -1}

Number 1: total energy -3815.34303 hartree. Number 2: total energy -2911.04114 hartree.